# 1
{"formula": "C15H35NO12S3", "method": "ωB97M-V with the def2-TZVPD basis set", "homo_ev": -9.42, "gap_ev": 9.74, "smiles": "O=C(OS)N(CCCCO)COCOCCO.CCOS(C)(=O)=O.CCOS(C)(=O)=O", "symbols": ["O", "C", "O", "S", "N", "C", "C", "C", "C", "O", "C", "O", "C", "O", "C", "C", "O", "H", "H", "H", "H", "H", "H", "H", "H", "H", "H", "H", "H", "H", "H", "H", "H", "H", "H", "H", "O", "S", "O", "O", "C", "C", "C", "H", "H", "H", "H", "H", "H", "H", "H", "O", "S", "O", "O", "C", "C", "C", "H", "H", "H", "H", "H", "H", "H", "H"], "coordinates": [[3.928, -2.908, -0.843], [2.683, -2.421, -0.906], [1.754, -2.621, 0.241], [2.702, -2.860, 1.665], [2.200, -1.717, -2.155], [2.988, -0.465, -2.470], [2.952, 0.691, -1.309], [3.257, 2.177, -2.012], [4.404, 3.044, -1.198], [5.741, 2.588, -1.699], [0.713, -1.468, -2.041], [0.088, -0.882, -3.238], [-1.392, -0.920, -3.036], [-1.871, 0.071, -2.055], [-3.230, 0.554, -2.398], [-4.246, 0.665, -1.110], [-3.630, 1.368, 0.064], [2.417, -1.697, 2.445], [2.700, 0.056, -3.486], [4.123, -0.799, -2.593], [1.969, 0.734, -0.676], [3.887, 0.499, -0.602], [2.286, 2.841, -2.102], [3.661, 2.060, -3.129], [4.311, 2.923, -0.032], [4.341, 4.198, -1.486], [5.688, 1.586, -1.725], [0.425, -0.804, -1.101], [0.208, -2.537, -1.885], [-1.764, -1.981, -2.638], [-1.886, -0.800, -4.112], [-3.153, 1.630, -2.895], [-3.762, -0.180, -3.174], [-4.657, -0.396, -0.800], [-5.160, 1.362, -1.434], [-4.392, 1.426, 0.737], [5.529, -2.364, 3.886], [6.514, -3.329, 3.446], [6.538, -4.687, 3.946], [8.001, -2.684, 3.612], [8.384, -2.172, 4.880], [8.766, -3.288, 5.835], [6.494, -3.386, 1.670], [7.593, -1.543, 5.302], [9.255, -1.529, 4.716], [7.894, -3.894, 6.099], [9.186, -2.880, 6.758], [9.499, -3.959, 5.375], [6.532, -2.367, 1.283], [5.568, -3.873, 1.359], [7.353, -3.966, 1.326], [-7.493, 2.269, -0.522], [-8.844, 1.788, -0.337], [-9.602, 1.186, -1.414], [-9.742, 2.969, 0.337], [-9.782, 4.239, -0.297], [-10.706, 4.229, -1.501], [-8.864, 0.677, 1.049], [-8.775, 4.569, -0.574], [-10.164, 4.953, 0.440], [-10.303, 3.599, -2.300], [-10.835, 5.239, -1.899], [-11.687, 3.823, -1.233], [-8.342, 1.146, 1.885], [-8.352, -0.241, 0.754], [-9.901, 0.457, 1.311]], "mulliken_charge": [-0.556, 0.573, -0.336, -0.065, 0.151, -0.855, -0.080, -0.742, -0.351, -0.522, -0.351, -0.404, -0.270, -0.261, -0.454, -0.186, -0.529, 0.174, 0.463, 0.239, 0.215, 0.283, 0.324, 0.310, 0.224, 0.277, 0.313, 0.329, 0.226, 0.288, 0.309, 0.240, 0.310, 0.238, 0.184, 0.309, -0.621, 1.182, -0.612, -0.263, -0.328, -0.984, -0.934, 0.309, 0.271, 0.296, 0.387, 0.258, 0.284, 0.332, 0.411, -0.605, 1.204, -0.609, -0.286, -0.302, -0.982, -0.955, 0.297, 0.271, 0.290, 0.385, 0.264, 0.312, 0.369, 0.342]}

# 2
{"formula": "C15H35O22S4V", "method": "ωB97M-V with the def2-TZVPD basis set", "homo_ev": [-5.89, -5.89], "charge": -1, "gap_ev": [7.54, 7.54], "spin_multiplicity": 2, "symbols": ["O", "V", "O", "C", "O", "O", "H", "O", "C", "O", "O", "H", "O", "C", "O", "O", "H", "O", "S", "O", "O", "C", "C", "C", "H", "H", "H", "H", "H", "H", "H", "H", "O", "S", "O", "O", "C", "C", "C", "H", "H", "H", "H", "H", "H", "H", "H", "O", "S", "O", "O", "C", "C", "C", "H", "H", "H", "H", "H", "H", "H", "H", "O", "S", "O", "O", "C", "C", "C", "H", "H", "H", "H", "H", "H", "H", "H"], "coordinates": [[14.203, 8.147, -14.325], [15.734, 7.889, -14.280], [19.740, 6.373, -14.862], [19.078, 7.322, -14.071], [19.703, 7.824, -13.172], [17.847, 7.465, -14.392], [20.601, 6.385, -14.429], [16.858, 11.932, -13.374], [16.760, 10.663, -12.791], [16.133, 9.852, -13.545], [17.300, 10.489, -11.721], [17.333, 12.445, -12.712], [15.209, 6.335, -10.291], [16.082, 6.922, -11.200], [15.475, 7.219, -12.308], [17.240, 7.074, -10.906], [14.500, 5.982, -10.836], [13.324, 7.702, -17.023], [13.108, 6.557, -17.806], [12.140, 6.501, -18.862], [14.538, 6.230, -18.447], [14.613, 5.276, -19.492], [16.079, 5.145, -19.888], [12.918, 5.154, -16.762], [14.065, 5.567, -20.389], [14.226, 4.305, -19.166], [16.694, 4.673, -19.124], [16.433, 6.103, -20.255], [16.131, 4.441, -20.729], [11.908, 5.128, -16.364], [13.637, 5.289, -15.956], [13.172, 4.269, -17.335], [18.019, 10.200, -16.654], [16.913, 9.441, -17.101], [15.999, 8.855, -16.162], [16.041, 10.296, -18.090], [15.025, 11.169, -17.467], [15.610, 12.221, -16.573], [17.427, 8.154, -18.194], [14.266, 10.559, -16.977], [14.542, 11.606, -18.340], [16.065, 11.846, -15.656], [14.782, 12.857, -16.249], [16.266, 12.901, -17.121], [18.477, 8.334, -18.411], [16.824, 8.246, -19.090], [17.297, 7.205, -17.684], [17.618, 5.169, -16.713], [16.748, 4.915, -15.619], [15.825, 5.916, -15.203], [15.835, 3.684, -15.982], [16.388, 2.636, -16.776], [15.998, 1.279, -16.194], [17.675, 4.387, -14.211], [17.482, 2.716, -16.767], [16.155, 2.680, -17.844], [16.688, 0.520, -16.550], [14.946, 1.069, -16.381], [16.087, 1.344, -15.107], [17.196, 3.515, -13.774], [17.653, 5.240, -13.534], [18.672, 4.181, -14.582], [10.719, 11.955, -13.614], [12.140, 11.892, -13.579], [12.863, 11.805, -14.801], [12.608, 13.194, -12.805], [13.976, 13.627, -12.993], [14.086, 15.064, -12.501], [12.706, 10.628, -12.474], [14.239, 13.525, -14.040], [14.640, 12.987, -12.416], [14.931, 15.145, -11.819], [13.203, 15.301, -11.901], [14.124, 15.811, -13.290], [13.712, 10.953, -12.215], [12.795, 9.665, -12.962], [11.999, 10.642, -11.651]], "mulliken_spin": [-0.191, 1.178, 0.000, 0.000, 0.000, -0.004, 0.000, 0.000, 0.000, -0.007, 0.004, 0.000, -0.001, 0.002, 0.005, 0.007, 0.000, 0.000, 0.000, 0.000, 0.001, 0.000, 0.000, 0.000, 0.000, 0.000, 0.000, 0.000, 0.000, 0.000, 0.001, 0.000, 0.002, 0.005, 0.006, 0.000, 0.002, -0.002, 0.002, 0.000, 0.000, 0.002, 0.000, 0.000, 0.000, 0.000, 0.000, 0.000, 0.003, -0.014, 0.000, 0.000, 0.000, 0.002, 0.000, 0.000, 0.000, 0.000, 0.000, 0.000, 0.000, 0.000, 0.000, 0.000, 0.000, 0.000, 0.000, 0.000, -0.001, 0.000, 0.000, 0.000, 0.000, 0.000, 0.000, 0.001, 0.000]}

# 3
{"formula": "C15H35O5P", "method": "ωB97M-V with the def2-TZVPD basis set", "homo_ev": -7.52, "gap_ev": 8.29, "smiles": "CCOC[PH3]Cc1ccc(C)cc1.CO.CO.CO.CO", "symbols": ["C", "C", "O", "C", "P", "C", "C", "C", "C", "C", "C", "C", "C", "H", "H", "H", "H", "H", "H", "H", "H", "H", "H", "H", "H", "H", "H", "H", "H", "H", "H", "H", "C", "O", "H", "H", "H", "H", "C", "O", "H", "H", "H", "H", "C", "O", "H", "H", "H", "H", "C", "O", "H", "H", "H", "H"], "coordinates": [[-1.434, -0.917, -3.939], [-0.890, -1.843, -2.744], [0.416, -2.428, -2.955], [1.446, -1.438, -3.216], [1.549, -0.008, -1.960], [1.726, 1.442, -0.670], [0.699, 1.115, 0.520], [1.017, 0.103, 1.676], [-0.013, -0.233, 2.800], [-1.381, 0.499, 2.734], [-2.451, 0.143, 3.884], [-1.701, 1.540, 1.605], [-0.674, 1.858, 0.489], [-0.685, -0.700, -4.769], [-1.867, 0.039, -3.453], [-2.311, -1.476, -4.444], [-0.998, -1.292, -1.730], [-1.626, -2.732, -2.661], [1.384, -1.093, -4.323], [2.456, -2.003, -3.150], [0.832, 0.895, -2.826], [0.965, -0.791, -0.901], [3.004, -0.029, -2.050], [1.371, 2.432, -1.148], [2.807, 1.535, -0.278], [2.042, -0.415, 1.651], [0.192, -0.963, 3.647], [-3.508, 0.322, 3.465], [-2.278, 0.740, 4.850], [-2.331, -0.984, 4.089], [-2.703, 2.085, 1.591], [-0.932, 2.608, -0.345], [5.886, 3.396, 0.323], [4.837, 2.732, -0.366], [5.973, 2.973, 1.324], [6.828, 3.253, -0.212], [5.660, 4.462, 0.400], [4.783, 3.125, -1.246], [0.212, -4.452, -6.242], [-0.720, -3.419, -5.964], [0.049, -4.808, -7.260], [1.230, -4.063, -6.155], [0.068, -5.278, -5.542], [-0.554, -3.122, -5.058], [-5.313, 4.133, 2.419], [-4.231, 3.592, 1.675], [-5.496, 3.497, 3.286], [-5.060, 5.141, 2.758], [-6.210, 4.163, 1.797], [-4.089, 4.171, 0.915], [0.234, -2.893, 6.641], [0.237, -2.549, 5.263], [-0.471, -2.245, 7.163], [-0.076, -3.934, 6.761], [1.233, -2.750, 7.059], [0.867, -3.136, 4.825]], "mulliken_charge": [-0.894, -0.404, -0.413, -0.645, 0.428, -0.719, 0.415, -0.231, -0.425, 0.469, -0.921, -0.427, -0.628, 0.281, 0.248, 0.344, 0.310, 0.340, 0.268, 0.410, -0.028, -0.038, -0.048, 0.420, 0.240, 0.247, 0.257, 0.310, 0.225, 0.284, 0.262, 0.210, -0.551, -0.444, 0.226, 0.231, 0.249, 0.259, -0.559, -0.520, 0.239, 0.232, 0.242, 0.335, -0.577, -0.469, 0.226, 0.254, 0.254, 0.265, -0.564, -0.480, 0.225, 0.256, 0.252, 0.270]}

Values for molar mass, g mol⁻¹, ordered as above
517.6 746.6 326.4
Values for relative energy (zero: lowest compared OMol25 entry of this formula, charge and spin), kJ/mol, ordered as above
528.5 0.0 729.8